No. 1
Here is C34H39BaN5O as an isolated structure from the Open Molecules 2025 dataset. Energies are from wB97M-V/def2-TZVPD.

The geometry in XYZ format:
```
80
Properties=species:S:1:pos:R:3:forces:R:3
Ba 0.404214 0.720006 0.439089 0.3 -0.3 0.7
N 3.121606 1.318350 2.130628 0.7 -0.8 1.2
N -1.921429 2.698883 1.422347 3.5 -1.4 1.9
C -0.477735 -2.464453 0.378993 0.7 0.4 0.0
C -0.040850 -2.083777 1.681222 0.7 0.2 -0.8
C 1.384272 -2.115805 1.682553 -0.6 -0.1 -0.7
C 2.281822 -1.771174 2.808983 0.4 0.3 0.5
H 1.763906 -1.867388 3.774495 0.2 0.0 -0.1
H 2.646648 -0.730636 2.727682 0.0 -0.4 0.3
H 3.172098 -2.419496 2.813995 -0.2 0.1 0.2
C 1.818608 -2.512155 0.393885 -0.8 0.5 0.4
C 3.227574 -2.654062 -0.045534 0.5 0.1 -0.2
H 3.579624 -3.699236 -0.090928 -0.1 0.1 0.0
H 3.902101 -2.114989 0.630630 0.0 -0.1 -0.1
H 3.355104 -2.229460 -1.050964 0.1 -0.1 0.1
C 0.676427 -2.718692 -0.412482 -0.4 0.4 0.7
C 0.717625 -3.080864 -1.850975 0.1 0.0 -0.5
H 1.239548 -2.294942 -2.421324 -0.1 -0.2 -0.1
H -0.291840 -3.177068 -2.264460 0.1 0.0 0.0
H 1.250623 -4.025252 -2.049833 -0.1 0.1 0.0
C -0.900681 -1.800559 2.862666 -0.3 -0.1 0.6
H -0.966043 -2.696510 3.507936 -0.1 0.3 0.0
H -1.934156 -1.530926 2.588255 0.3 -0.1 0.0
H -0.505721 -0.983566 3.491507 -0.1 -0.2 -0.2
C -1.895299 -2.657378 -0.026321 -0.5 -0.1 -0.1
H -2.030088 -2.535434 -1.111706 -0.1 0.0 0.2
H -2.561235 -1.935977 0.469848 0.0 -0.1 -0.2
H -2.260818 -3.665972 0.240177 0.0 0.2 -0.1
C 4.191718 1.851468 1.546443 -0.3 0.8 -0.8
H 5.149416 1.343854 1.603148 0.0 -0.6 -0.3
C 4.128743 3.106655 0.895306 -0.4 0.0 0.6
H 5.004929 3.548398 0.444140 0.1 0.1 -0.1
C 2.878688 3.713773 0.882308 0.0 -0.1 0.2
H 2.747946 4.610974 0.252432 -0.2 -0.4 0.5
C 1.838558 3.219057 1.731851 -0.5 -0.6 0.8
H 0.819087 3.616187 1.632838 0.4 0.2 0.6
C 2.166838 2.145813 2.748451 1.1 -0.3 0.0
C 2.127304 1.665314 4.178586 -1.6 2.2 -3.7
H 1.453694 0.795053 4.120369 0.4 -0.6 0.5
C -2.547885 1.915321 0.560521 1.8 2.7 3.4
C -2.635790 2.812395 2.622221 -1.0 1.4 -2.0
H -2.224230 3.119886 3.579073 0.0 0.4 -0.4
C -3.913227 2.543614 2.265568 0.4 -1.4 -0.6
H -4.829040 2.765946 2.713232 -1.0 0.1 0.7
N -3.846371 1.876854 0.993306 0.6 1.1 0.7
C -4.467838 0.778107 0.457782 1.1 -0.2 0.1
C -5.220424 -0.013926 1.304308 -0.8 -0.5 -0.8
C -6.053466 -0.914156 0.641284 0.3 0.0 -0.5
H -6.834947 -1.424321 1.214627 0.3 -0.1 -0.3
C -5.887510 -1.115998 -0.739808 -0.3 -0.3 0.2
C -6.869248 -1.970028 -1.466067 -0.3 -0.4 -0.2
H -6.356465 -2.471583 -2.301288 -0.4 0.0 0.2
H -7.714419 -1.385518 -1.876234 0.3 -0.2 0.1
H -7.274116 -2.711874 -0.761494 0.0 0.0 -0.4
C -4.797456 -0.585786 -1.447679 -0.2 0.3 0.7
H -4.572959 -0.847906 -2.487585 -0.2 -0.2 0.4
C -3.993739 0.357956 -0.828154 -1.0 -0.1 0.5
C -2.750610 0.836573 -1.525946 0.6 1.0 -2.7
H -2.263701 1.775724 -1.107981 -1.1 -1.7 -1.0
H -3.007617 1.069372 -2.562818 -0.3 -0.5 -0.6
H -1.948408 0.068224 -1.587128 -0.5 0.1 0.4
C -5.095717 0.075836 2.797847 -0.6 0.1 0.5
H -5.283913 1.082191 3.163177 0.0 -0.4 0.1
H -4.107144 -0.219110 3.190773 -0.3 0.1 -0.4
H -5.847014 -0.543716 3.282201 -0.1 -0.4 -0.1
N 6.960204 1.791555 -4.336769 0.3 0.1 -0.6
C 5.668134 1.811423 -4.837731 0.0 -0.9 2.7
O 5.361478 2.240567 -5.913700 -0.1 0.6 -1.5
C 4.672999 1.309710 -3.824715 -0.1 0.6 -0.1
C 4.936985 1.081532 -2.464401 -0.3 -0.3 0.0
C 3.896875 0.654341 -1.632151 0.1 0.3 -0.1
N 2.595727 0.654724 -2.007848 0.0 -0.5 -0.3
C 2.343722 0.887193 -3.320738 0.9 0.3 -0.1
C 3.345305 1.191269 -4.244836 -0.8 -0.2 0.4
H 7.675834 2.003457 -5.017349 0.0 -0.1 0.1
H 7.177420 1.054389 -3.684218 0.0 0.1 0.0
H 5.907848 1.277516 -2.008745 -0.2 -0.3 -0.2
H 4.133940 0.338691 -0.608350 -0.3 0.4 -0.3
H 1.308410 0.838277 -3.669069 0.2 0.0 0.3
H 3.095547 1.403268 -5.279353 0.0 -0.1 0.1
```
Positions in Å, forces in eV/Å.

Properties
HOMO-LUMO gap (spin up / spin down): 2.1 / 2.1 eV
energy above the lowest of the compared OMol25 structures with the same formula, charge and spin: 8.3306 eV
spin multiplicity: 1
net charge: -2

***

No. 2
Here is a 6-piece molecular cluster, H12O6 overall from the Open Molecules 2025 dataset. Energies are from wB97M-V/def2-TZVPD.

The geometry in XYZ format:
```
18
Properties=species:S:1:pos:R:3:forces:R:3
O 0.916661 0.455257 0.568185 -1.4 0.4 -0.3
H 0.160090 1.038496 0.839283 1.4 -0.6 -0.2
H 1.651214 0.565145 1.166684 0.0 0.3 0.4
O 0.038031 3.866433 -0.555121 -0.1 -4.6 1.0
H -0.043353 4.751468 -0.500171 -0.3 4.6 0.0
H 0.427201 3.614420 -1.373324 0.4 0.0 -0.9
O 6.079965 -1.132629 0.318549 0.0 -0.7 -0.4
H 5.995376 -0.280901 0.712999 0.2 1.0 0.6
H 5.309248 -1.160740 -0.250227 -0.1 -0.3 -0.3
O -3.964527 -0.368639 1.208676 2.5 0.5 0.5
H -3.153067 -0.270764 1.816811 -2.5 -0.3 -1.0
H -4.751499 -0.591943 1.693136 -0.1 -0.1 0.8
O -1.121470 -2.610151 -0.824617 0.5 0.2 -2.9
H -1.174212 -2.504171 -1.854402 -0.1 -0.7 3.1
H -1.167883 -3.532899 -0.639072 0.1 -1.2 0.0
O -2.094185 -0.482781 -0.971135 2.1 1.0 -1.2
H -1.166224 -0.702822 -1.316398 -2.1 0.9 0.8
H -1.941372 -0.652784 -0.039858 -0.4 -0.2 0.1
```
Positions in Å, forces in eV/Å.

Properties
HOMO-LUMO gap: 10.4 eV
energy above the lowest of the compared OMol25 structures with the same formula, charge and spin: 2.9087 eV
spin multiplicity: 1
structure (SMILES): O.O.O.O.O.O

***

No. 3
Here is a 5-piece molecular cluster, C24H42F9N6O6S overall from the Open Molecules 2025 dataset. Energies are from wB97M-V/def2-TZVPD.

The geometry in XYZ format:
```
88
Properties=species:S:1:pos:R:3:forces:R:3
O 0.928051 -8.205447 7.195806 -1.0 0.0 0.0
C -0.077289 -8.408556 6.554995 1.7 -0.4 -0.1
O -1.308831 -7.965942 6.910790 0.1 -0.6 -0.1
C -0.034933 -9.241054 5.276864 -1.4 0.2 0.1
C -0.758243 -8.535136 4.110029 0.4 -0.2 0.1
C 0.126009 -7.485743 3.394313 -1.4 -0.5 0.0
C -0.739648 -6.715538 2.398096 1.8 0.1 1.0
C -0.314453 -5.433506 1.971834 -0.8 -0.2 -0.3
C -1.119413 -4.748770 1.092949 0.5 0.5 -0.2
C -0.812803 -3.360221 0.589515 -0.3 0.4 0.4
C 0.692431 -3.070203 0.342712 -0.2 -0.6 0.5
C 0.987695 -2.321379 -0.954696 -0.8 -1.2 0.2
F 0.220181 -2.920401 -1.921514 -0.1 0.2 0.1
F 2.251076 -2.525785 -1.356769 0.2 0.6 0.3
C 0.568252 -0.827977 -0.968856 0.1 0.4 -1.4
F 0.384538 -0.481998 -2.250474 0.4 0.0 0.0
F -0.617074 -0.639831 -0.381986 0.1 -0.5 0.4
S 1.804226 0.415887 -0.260764 -0.7 1.6 1.0
F 0.807145 0.680048 0.973234 0.4 0.0 0.1
F 2.535151 -0.663310 0.654793 0.1 -0.3 -0.6
F 2.792601 0.209783 -1.464289 -0.4 -0.6 0.3
F 1.027445 1.568240 -1.037094 0.3 -0.3 -0.2
F 2.782426 1.510423 0.312423 -0.1 -0.2 0.0
C -2.302618 -5.379874 0.683861 1.1 1.0 0.2
N -2.564524 -6.566817 1.163034 -1.3 -0.1 -0.9
N -1.843139 -7.284269 1.985519 -0.1 0.0 0.1
H -1.321788 -7.925296 7.879219 0.1 0.5 0.0
H 0.973193 -9.587320 5.049780 0.0 0.4 0.1
H -0.625126 -10.141897 5.501549 0.1 0.2 0.0
H -1.139215 -9.296185 3.424059 0.2 0.2 -0.1
H -1.639148 -8.012557 4.501523 0.1 -0.2 0.0
H 0.501844 -6.802488 4.163326 0.2 0.1 -0.4
H 0.947343 -7.957478 2.842645 0.0 0.2 0.2
H 0.605784 -4.991109 2.337088 0.0 -0.2 0.1
H -1.460432 -3.162606 -0.269018 0.4 0.0 0.0
H -1.152734 -2.670008 1.376655 -0.1 -0.1 -0.2
H 1.093378 -2.581045 1.234995 0.1 0.2 -0.4
H 1.214300 -4.033780 0.277382 0.1 0.3 -0.3
H -2.957129 -4.861596 -0.009223 -0.3 -0.5 0.1
H -3.440512 -6.990329 0.860216 0.2 -0.3 0.2
C -0.569687 5.231766 -5.083101 0.0 0.0 -0.1
O -1.785193 5.262716 -5.163304 0.0 -0.1 0.1
N 0.122345 4.494090 -4.197415 0.2 0.2 -0.1
C 1.578000 4.495590 -4.147975 -0.4 -0.3 0.2
C -0.613184 3.668616 -3.259989 -0.2 0.1 -0.2
H 0.075669 5.825216 -5.751605 0.0 0.0 0.0
H 1.949379 3.487157 -4.318258 0.1 0.2 0.0
H 1.900923 4.838268 -3.161178 0.1 0.0 -0.1
H 1.987641 5.158013 -4.907114 -0.1 0.0 0.0
H -1.229590 2.952553 -3.806540 0.0 0.0 0.1
H -1.270578 4.295794 -2.654724 0.0 -0.1 0.0
H 0.078794 3.136241 -2.614256 0.1 0.0 0.0
C -4.905549 8.816183 -2.171426 -0.1 0.0 0.0
O -5.147191 9.540386 -1.224914 0.1 0.0 0.0
N -3.670331 8.482004 -2.591768 -0.1 -0.1 -0.2
C -3.447884 7.608074 -3.731500 0.2 0.2 0.3
C -2.524714 9.015328 -1.878230 -0.2 0.1 0.1
H -5.706527 8.360815 -2.778363 0.0 0.0 0.0
H -2.889125 6.728434 -3.413527 0.0 -0.1 -0.2
H -2.874340 8.142142 -4.491027 0.0 -0.2 -0.1
H -4.394643 7.289161 -4.161848 0.0 0.0 0.0
H -2.563544 8.700316 -0.834123 0.1 0.1 0.0
H -2.548336 10.105516 -1.908615 0.1 0.0 0.1
H -1.603868 8.657747 -2.333511 -0.1 0.0 -0.1
C 5.074014 2.696941 -4.581922 0.0 0.1 -0.1
O 3.859776 2.737385 -4.675582 0.3 -0.2 0.1
N 5.756578 1.956451 -3.689726 0.2 0.0 -0.1
C 7.207071 1.956559 -3.638546 -0.2 -0.1 0.2
C 5.016635 1.131839 -2.750666 0.0 0.2 -0.3
H 5.728119 3.283974 -5.246462 0.0 0.0 0.0
H 7.579053 0.944898 -3.811350 0.1 0.1 0.0
H 7.538269 2.298166 -2.656011 0.1 0.0 0.0
H 7.615239 2.618361 -4.399281 -0.1 0.0 0.0
H 4.401659 0.419005 -3.301047 0.0 0.0 0.1
H 4.364546 1.764420 -2.151586 0.0 0.0 0.0
H 5.705292 0.596500 -2.100815 0.0 0.0 0.0
C -2.495880 -0.462606 3.556427 0.0 0.0 0.0
O -3.176187 -1.324716 4.081345 0.0 -0.1 0.0
N -2.256334 0.761194 4.054995 0.1 -0.1 -0.2
C -1.423155 1.710263 3.341458 -0.1 0.0 0.3
C -2.843416 1.135710 5.332390 -0.1 -0.2 -0.1
H -1.997068 -0.628617 2.582542 0.0 0.1 0.0
H -0.564694 1.979109 3.959920 0.0 0.1 -0.1
H -1.997692 2.609173 3.111892 0.1 0.0 -0.1
H -1.068721 1.265266 2.414729 0.0 0.0 0.0
H -2.502128 0.448547 6.107089 -0.1 0.1 0.1
H -3.929712 1.070513 5.268482 0.0 0.0 0.1
H -2.553749 2.150608 5.591511 0.0 0.0 -0.1
```
Positions in Å, forces in eV/Å.

Properties
HOMO-LUMO gap: 4.9 eV
spin multiplicity: 1
net charge: +1

***

Molar mass values, unit Da, following the record order: 671.048 108.090 713.685.
Energy values, unit eV, following the record order: -46073.0100 -12478.2051 -82079.0318.